Molecular formula: C4H5NO2
Method: DFT, ωB97M-V/def2-TZVPD

- DFT total energy (a.u.) = -360.601898
- HOMO (Ha) = -0.3582
- energy above the lowest of the compared OMol25 structures with the same formula, charge and spin (kcal per mole) = 42.4
- gap between HOMO and LUMO (eV) = 10.65
- LUMO (Eh) = 0.0332

CARTESIAN COORDINATES (ANGSTROEM)
N  0.42477  1.30363  0.99738
C  0.17488  0.24181  0.10128
C  -1.16053  0.11316  -0.62674
C  -0.68358  -0.98901  0.23319
O  0.26422  -1.78418  -0.51754
C  1.14198  -0.71483  -0.55950
O  2.27228  -0.71409  -0.93658
H  0.64081  2.15997  0.49870
H  1.19981  1.09233  1.61693
H  -1.92494  0.75786  -0.20059
H  -1.19713  -0.02631  -1.70378
H  -1.15256  -1.44035  1.09727

Molecular formula: C4H5NO2
Method: DFT, ωB97M-V/def2-TZVPD

- DFT total energy (a.u.) = -360.487315
- HOMO (Ha) = -0.3432
- energy above the lowest of the compared OMol25 structures with the same formula, charge and spin (kcal per mole) = 114.3
- gap between HOMO and LUMO (eV) = 7.17
- LUMO (Eh) = -0.0796

CARTESIAN COORDINATES (ANGSTROEM)
O  -1.34276  0.30225  -1.57285
C  -1.20048  0.72155  -0.45805
C  -0.90755  -0.24765  0.85953
O  -1.74241  0.06026  1.68503
N  -0.05395  -1.26327  0.78388
C  1.05821  0.45705  0.02654
C  0.90414  -0.97013  -0.25330
H  -1.58995  1.69278  -0.10609
H  1.41978  0.73420  1.01115
H  1.03907  1.24571  -0.72189
H  0.55504  -1.19085  -1.26752
H  1.82364  -1.53646  -0.06001

Molecular formula: C4H5NO2
Method: DFT, ωB97M-V/def2-TZVPD

- DFT total energy (a.u.) = -360.587771
- HOMO (Ha) = -0.3631
- energy above the lowest of the compared OMol25 structures with the same formula, charge and spin (kcal per mole) = 51.2
- gap between HOMO and LUMO (eV) = 10.50
- LUMO (Eh) = 0.0228
- SMILES = O=C[C@H]1CN1C=O

CARTESIAN COORDINATES (ANGSTROEM)
O  -1.20637  2.19388  0.43897
C  -1.15243  1.03990  0.09232
C  -0.30135  0.04520  0.84675
C  -0.09503  -1.32270  0.35732
N  1.02905  -0.35458  0.34691
C  1.34744  0.18977  -0.92666
O  0.56091  0.71355  -1.67707
H  -1.76443  0.64133  -0.73611
H  -0.27823  0.23323  1.91662
H  -0.50779  -1.58735  -0.61508
H  -0.01894  -2.13962  1.06997
H  2.41854  0.12557  -1.16940

Molecular formula: C4H5NO2
Method: DFT, ωB97M-V/def2-TZVPD

- DFT total energy (a.u.) = -360.519584
- HOMO (Ha) = -0.3257
- energy above the lowest of the compared OMol25 structures with the same formula, charge and spin (kcal per mole) = 94.0
- gap between HOMO and LUMO (eV) = 8.06
- LUMO (Eh) = -0.0297

CARTESIAN COORDINATES (ANGSTROEM)
C  -1.76597  -0.66910  0.14360
C  -0.71665  0.29494  -0.07081
C  0.27982  1.11413  0.04430
O  0.38874  2.43500  -0.11068
N  1.36317  0.36222  0.40914
C  1.66400  -0.81857  -0.17682
O  0.91204  -1.56658  -0.78887
H  -1.61153  -1.54272  -0.49239
H  -1.86009  -0.96381  1.19387
H  -2.70769  -0.18238  -0.15004
H  1.33218  2.62418  0.02107
H  2.72198  -1.08730  -0.02238

Molecular formula: C4H5NO2
Method: DFT, ωB97M-V/def2-TZVPD

- DFT total energy (a.u.) = -360.552602
- HOMO (spin up / spin down) (Ha) = -0.2841 / -0.2841
- energy above the lowest of the compared OMol25 structures with the same formula, charge and spin (kcal per mole) = 73.3
- gap between HOMO and LUMO (spin up / spin down) (eV) = 7.93 / 7.93
- LUMO (spin up / spin down) (Eh) = 0.0074 / 0.0074

CARTESIAN COORDINATES (ANGSTROEM)
N  -2.24719  -0.61078  -0.29048
C  -1.21203  -0.33977  0.46359
C  0.11142  -0.68853  0.03137
C  1.15953  0.17233  0.02100
O  2.48311  -0.17633  -0.06056
C  0.84236  1.57486  0.19631
O  -0.32118  1.95495  0.14880
H  -3.17573  -0.47712  0.08839
H  -2.21637  -0.88510  -1.27109
H  0.30069  -1.75295  -0.11410
H  2.59793  -1.03486  0.36669
H  1.67745  2.26330  0.42009

Molecular formula: C4H5NO2
Method: DFT, ωB97M-V/def2-TZVPD

- DFT total energy (a.u.) = -360.397190
- HOMO (spin up / spin down) (Ha) = -0.2960 / -0.2796
- energy above the lowest of the compared OMol25 structures with the same formula, charge and spin (kcal per mole) = 170.8
- gap between HOMO and LUMO (spin up / spin down) (eV) = 7.42 / 6.76
- LUMO (spin up / spin down) (Eh) = -0.0233 / -0.0312

CARTESIAN COORDINATES (ANGSTROEM)
O  -2.85479  0.20132  0.12091
C  -1.85632  -0.09595  -0.41021
C  -0.64895  0.07929  -0.99984
C  0.61848  0.81703  0.85848
N  1.55177  -0.18078  0.66880
C  1.32633  -1.02498  -0.23966
O  0.26243  -0.98900  -1.07438
H  -0.94580  -0.53260  1.25391
H  -0.57089  0.84947  -1.75536
H  0.72773  1.69929  0.19700
H  0.55342  1.17355  1.87469
H  1.94986  -1.90696  -0.39034

Molecular formula: C4H5NO2
Method: DFT, ωB97M-V/def2-TZVPD

- DFT total energy (a.u.) = -360.596959
- HOMO (Ha) = -0.3630
- energy above the lowest of the compared OMol25 structures with the same formula, charge and spin (kcal per mole) = 45.5
- gap between HOMO and LUMO (eV) = 9.30
- LUMO (Eh) = -0.0212
- SMILES = C=NCC(=O)C=O

CARTESIAN COORDINATES (ANGSTROEM)
O  -0.56659  0.65363  2.57670
C  -1.07799  -0.21222  1.91340
C  -0.39829  -0.81652  0.68369
O  -0.85042  -1.82792  0.20232
N  0.10184  0.87911  -0.82718
C  0.37524  0.76258  -2.05574
C  0.76098  -0.03492  0.08978
H  -2.06139  -0.66316  2.14785
H  1.13030  0.06822  -2.44813
H  -0.16553  1.37781  -2.77477
H  1.46748  -0.72664  -0.39288
H  1.25896  0.53756  0.87849

Molecular formula: C4H5NO2
Method: DFT, ωB97M-V/def2-TZVPD

- DFT total energy (a.u.) = -360.567514
- HOMO (Ha) = -0.2803
- energy above the lowest of the compared OMol25 structures with the same formula, charge and spin (kcal per mole) = 63.9
- gap between HOMO and LUMO (eV) = 8.06
- LUMO (Eh) = 0.0159

CARTESIAN COORDINATES (ANGSTROEM)
C  -0.70808  0.98947  0.04326
C  -1.90534  1.64124  0.00814
C  -1.85637  -1.08417  0.00328
C  0.47020  -1.18701  -0.01658
N  -0.77589  -0.42745  0.02332
O  -2.63528  -1.94588  0.01265
O  -3.01550  1.05377  -0.03196
H  0.26530  1.43416  0.05911
H  -1.87373  2.73836  0.01623
H  1.04630  -0.87615  -0.89202
H  1.05159  -0.98709  0.88738
H  0.25801  -2.25249  -0.07436

Molecular formula: C4H5NO2
Method: DFT, ωB97M-V/def2-TZVPD

- DFT total energy (a.u.) = -360.517262
- HOMO (Ha) = -0.3317
- energy above the lowest of the compared OMol25 structures with the same formula, charge and spin (kcal per mole) = 95.5
- gap between HOMO and LUMO (eV) = 9.53
- LUMO (Eh) = 0.0183

CARTESIAN COORDINATES (ANGSTROEM)
O  2.17230  1.20599  -0.07824
C  1.98986  0.09541  0.59454
C  0.90468  -0.71400  0.00651
O  1.21173  -1.61718  -0.74810
N  -0.35324  -0.50234  0.54459
C  -1.53110  -0.75087  -0.23843
C  -1.17114  0.63726  0.17133
H  2.97257  1.53111  0.35003
H  -2.32460  -1.26921  0.28672
H  -1.37751  -1.03942  -1.27524
H  -0.79393  1.30165  -0.60223
H  -1.69962  1.12159  0.98853

Molecular formula: C4H5NO2
Method: DFT, ωB97M-V/def2-TZVPD

- DFT total energy (a.u.) = -360.586368
- HOMO (Ha) = -0.3547
- energy above the lowest of the compared OMol25 structures with the same formula, charge and spin (kcal per mole) = 52.1
- gap between HOMO and LUMO (eV) = 10.67
- LUMO (Eh) = 0.0374
- SMILES = COc1ccon1

CARTESIAN COORDINATES (ANGSTROEM)
C  0.31894  1.30874  -1.72367
O  0.79558  0.14651  -1.03610
C  0.11017  -0.18545  0.05960
N  -0.89458  0.51349  0.53025
O  -1.28537  -0.14274  1.68019
C  -0.50869  -1.21645  1.85639
C  0.40405  -1.32411  0.86641
H  -0.29186  0.99745  -2.57701
H  -0.27873  1.92212  -1.04970
H  1.19941  1.85707  -2.06239
H  -0.73523  -1.80113  2.73686
H  1.16632  -2.07550  0.71919

Molecular formula: C4H5NO2
Method: DFT, ωB97M-V/def2-TZVPD

- DFT total energy (a.u.) = -360.629004
- HOMO (Ha) = -0.3585
- energy above the lowest of the compared OMol25 structures with the same formula, charge and spin (kcal per mole) = 25.4
- gap between HOMO and LUMO (eV) = 10.62
- LUMO (Eh) = 0.0317
- SMILES = O=C1NC[C@H]2O[C@@H]12

CARTESIAN COORDINATES (ANGSTROEM)
O  0.97484  2.33552  0.51495
C  0.52302  1.23122  0.28369
N  1.22381  0.12048  -0.10177
C  0.41506  -1.01585  -0.50455
C  -0.97376  -0.61314  -0.04351
O  -1.04559  -0.27363  1.32728
C  -0.92431  0.78721  0.37681
H  2.22934  0.09880  -0.04485
H  0.75881  -1.95074  -0.05137
H  0.40894  -1.13454  -1.59529
H  -1.85032  -1.08741  -0.47573
H  -1.73983  1.50210  0.31433

Molecular formula: C4H5NO2
Method: DFT, ωB97M-V/def2-TZVPD

- DFT total energy (a.u.) = -360.511474
- HOMO (Ha) = -0.3174
- energy above the lowest of the compared OMol25 structures with the same formula, charge and spin (kcal per mole) = 99.1
- gap between HOMO and LUMO (eV) = 9.56
- LUMO (Eh) = 0.0339

CARTESIAN COORDINATES (ANGSTROEM)
C  2.08626  -1.15486  0.78137
C  0.44206  0.20239  -0.02835
C  -0.45855  1.04930  0.41308
O  -1.78998  1.01584  0.01539
C  -1.91823  0.50460  -1.20745
O  -3.20646  0.59401  -1.48619
N  1.43011  -0.45694  -0.31533
H  2.31533  -2.19031  0.53482
H  3.02452  -0.60799  0.90191
H  1.51461  -1.08768  1.71557
H  -0.17245  1.89826  1.01786
H  -3.28831  0.23648  -2.38025

Molecular formula: C4H5NO2
Method: DFT, ωB97M-V/def2-TZVPD

- DFT total energy (a.u.) = -360.443059
- HOMO (Ha) = -0.3024
- energy above the lowest of the compared OMol25 structures with the same formula, charge and spin (kcal per mole) = 142.0
- gap between HOMO and LUMO (eV) = 8.33
- LUMO (Eh) = 0.0039

CARTESIAN COORDINATES (ANGSTROEM)
C  0.60221  -0.41814  -0.02315
C  -1.58756  -0.87519  -0.03561
C  -1.44370  0.54235  -0.22366
C  -0.05194  0.67350  -0.06443
H  2.58213  -0.30915  -0.86587
H  2.12637  -0.94934  1.25393
H  -2.40858  -1.49311  0.50257
H  -2.24722  1.26333  0.12241
H  0.48600  2.28396  -0.73046
N  1.78484  -1.12853  -0.13693
O  -0.41679  -1.42472  0.00042
O  0.57424  1.83504  0.20078

Molecular formula: C4H5NO2
Method: DFT, ωB97M-V/def2-TZVPD

- DFT total energy (a.u.) = -360.530116
- HOMO (spin up / spin down) (Ha) = -0.3547 / -0.3547
- energy above the lowest of the compared OMol25 structures with the same formula, charge and spin (kcal per mole) = 87.4
- gap between HOMO and LUMO (spin up / spin down) (eV) = 8.13 / 8.12
- LUMO (spin up / spin down) (Eh) = -0.0561 / -0.0561

CARTESIAN COORDINATES (ANGSTROEM)
O  2.61249  -0.44249  -0.67523
C  1.43702  -0.21357  -0.83008
C  0.64319  0.42565  0.25472
C  -0.60107  1.11910  0.07029
N  -1.32606  0.16926  0.95452
C  -1.21982  -1.10419  0.63062
O  -0.28174  -1.67472  0.03859
H  0.91281  -0.37183  -1.78854
H  1.13123  0.48333  1.22403
H  -0.97067  1.12911  -0.96084
H  -0.67029  2.10771  0.52438
H  -2.08012  -1.70799  0.95712

Molecular formula: C4H5NO2
Method: DFT, ωB97M-V/def2-TZVPD

- DFT total energy (a.u.) = -360.529701
- HOMO (Ha) = -0.3236
- energy above the lowest of the compared OMol25 structures with the same formula, charge and spin (kcal per mole) = 87.7
- gap between HOMO and LUMO (eV) = 9.18
- LUMO (Eh) = 0.0138

CARTESIAN COORDINATES (ANGSTROEM)
C  1.27726  1.82699  0.15730
N  0.12734  -1.97498  0.01869
C  -1.21657  -1.02978  -0.29088
O  -1.73800  -0.60607  0.87282
C  0.66651  -0.75004  -0.02710
C  0.90822  0.44672  -0.08135
O  -1.83503  -1.23565  -1.30052
H  -2.69418  -0.74512  0.83608
H  0.33664  -2.52365  -0.81178
H  1.42650  2.02046  1.21919
H  2.21831  2.06085  -0.35557
H  0.52300  2.51026  -0.23687

Molecular formula: C4H5NO2
Method: DFT, ωB97M-V/def2-TZVPD

- DFT total energy (a.u.) = -360.468584
- HOMO (Ha) = -0.2901
- energy above the lowest of the compared OMol25 structures with the same formula, charge and spin (kcal per mole) = 126.0
- gap between HOMO and LUMO (eV) = 8.31
- LUMO (Eh) = 0.0154

CARTESIAN COORDINATES (ANGSTROEM)
C  0.34416  -1.09478  -2.04373
C  -0.14504  -0.23963  -0.15626
C  -0.31524  1.06284  0.01131
O  -0.21288  1.50177  1.33330
C  -0.14870  0.44320  2.11492
O  -0.03716  0.89844  3.34584
N  0.01217  -1.35524  -0.62374
H  0.98079  -1.89141  -2.38916
H  -0.63121  -1.10579  -2.54757
H  0.80105  -0.10887  -2.23787
H  -0.66970  1.76428  -0.72751
H  0.02177  0.12519  3.92046

Molecular formula: C4H5NO2
Method: DFT, ωB97M-V/def2-TZVPD

- DFT total energy (a.u.) = -360.379454
- HOMO (spin up / spin down) (Ha) = -0.3249 / -0.3249
- energy above the lowest of the compared OMol25 structures with the same formula, charge and spin (kcal per mole) = 182.0
- gap between HOMO and LUMO (spin up / spin down) (eV) = 7.85 / 7.85
- LUMO (spin up / spin down) (Eh) = -0.0363 / -0.0363

CARTESIAN COORDINATES (ANGSTROEM)
C  -1.99920  0.34486  0.17624
C  -0.63600  -0.20520  -0.03150
C  -0.07284  -1.30154  -0.50050
O  1.36880  -1.12249  -0.36810
C  1.27524  0.08794  0.16993
O  3.09866  0.63770  0.46384
N  1.19462  1.18385  0.67525
H  -2.18469  0.54770  1.24031
H  -2.13230  1.29121  -0.36609
H  -2.77179  -0.35953  -0.17392
H  -0.37141  -2.25715  -0.92878
H  3.23091  1.15264  -0.35668

Molecular formula: C4H5NO2
Method: DFT, ωB97M-V/def2-TZVPD

- DFT total energy (a.u.) = -360.593802
- HOMO (Ha) = -0.3723
- energy above the lowest of the compared OMol25 structures with the same formula, charge and spin (kcal per mole) = 47.5
- gap between HOMO and LUMO (eV) = 10.48
- LUMO (Eh) = 0.0129
- SMILES = O=C[C@H]1CN1C=O

CARTESIAN COORDINATES (ANGSTROEM)
O  2.19695  -1.18539  -0.32867
C  1.43489  -0.29468  -0.60706
C  0.69996  0.50779  0.44031
C  -0.54074  1.24330  0.04845
N  -0.62213  0.03853  0.82342
C  -1.17920  -1.12711  0.29981
O  -2.11355  -1.14905  -0.46262
H  1.22951  -0.03312  -1.66339
H  1.31914  0.87187  1.25784
H  -0.88361  1.17522  -0.98383
H  -0.80179  2.15386  0.57854
H  -0.69933  -2.02772  0.71694

Molecular formula: C4H5NO2
Method: DFT, ωB97M-V/def2-TZVPD

- DFT total energy (a.u.) = -360.619425
- HOMO (Ha) = -0.3377
- energy above the lowest of the compared OMol25 structures with the same formula, charge and spin (kcal per mole) = 31.4
- gap between HOMO and LUMO (eV) = 9.79
- LUMO (Eh) = 0.0221
- SMILES = Cc1coc(=O)[nH]1

CARTESIAN COORDINATES (ANGSTROEM)
C  1.06388  1.39082  0.01946
C  0.16052  0.21903  0.12069
C  -0.32886  -0.48304  1.13521
O  -0.96354  -1.62403  0.68843
C  -0.89262  -1.62949  -0.69363
O  -1.25562  -2.55397  -1.35660
N  -0.33011  -0.37322  -1.10409
H  2.07563  0.99910  -0.12234
H  0.84345  2.03820  -0.83806
H  1.03290  1.98300  0.93398
H  -0.31952  -0.30342  2.19628
H  -1.08610  0.33701  -0.97933

Molecular formula: C4H5NO2
Method: DFT, ωB97M-V/def2-TZVPD

- DFT total energy (a.u.) = -360.572714
- HOMO (Ha) = -0.3510
- energy above the lowest of the compared OMol25 structures with the same formula, charge and spin (kcal per mole) = 60.7
- gap between HOMO and LUMO (eV) = 10.29
- LUMO (Eh) = 0.0274
- SMILES = N=C=CCOC=O

CARTESIAN COORDINATES (ANGSTROEM)
C  1.69652  0.84412  -0.23490
C  -2.53406  0.28930  -0.22677
C  0.62847  0.16622  -0.54087
C  -0.28902  -0.07268  0.61331
N  2.80991  1.09382  0.23540
O  -3.61446  0.80750  -0.14774
O  -1.52380  0.63178  0.63133
H  -2.39299  -0.48548  -1.05095
H  0.54019  -0.32813  -1.43474
H  -0.55598  -1.22183  0.63025
H  0.19944  0.15820  1.66113
H  3.03065  2.10512  0.48170